1.
# C11H25Cl8GaO4PS2

A molecular structure, C11H25Cl8GaO4PS2 in a non-equilibrium geometry (ωB97M-V with the def2-TZVPD basis set, the OMol25 dataset).

The geometry in XYZ format:
```
52
Properties=species:S:1:pos:R:3:forces:R:3
C 5.507162 -0.590792 -0.238846 0.0820 -0.1827 0.2624
C 4.552565 -1.176677 0.764709 -0.4978 0.6880 1.0650
O 4.229858 -0.565041 1.764888 0.3750 -0.6933 -0.9144
O 4.131311 -2.449635 0.548059 0.0382 0.3895 -0.1303
C 3.114187 -2.560227 -0.474228 -0.1232 -0.5828 -0.2018
C 1.753223 -2.827573 0.129852 -0.0883 -0.3657 0.0629
C 0.728272 -3.162252 -0.972757 0.1983 0.6998 -0.1473
C -0.589452 -2.361614 -0.862735 -0.2994 -0.4520 -0.3357
C -1.863593 -3.208849 -0.628308 0.0848 0.7847 0.1819
Ga -3.033887 -2.320968 0.765241 0.0954 -0.6982 -0.0328
S -1.670434 -1.620186 2.480953 0.3420 0.2376 -0.0357
P -3.967255 -0.316021 -0.154702 -0.3159 -0.3959 1.7132
O -4.725469 -0.638103 -1.571989 0.4985 0.2802 -0.4812
O -2.854811 0.813677 -0.539877 -0.2262 -0.0848 -0.7434
S -5.236584 0.435656 1.143721 -0.0502 0.0714 -0.0752
H 5.266694 -0.822544 -1.273695 -0.1125 0.0191 0.0088
H 6.491868 -1.017211 -0.029132 -0.0040 -0.0564 -0.0474
H 5.568335 0.474810 -0.058287 -0.1101 0.0366 -0.2083
H 3.389957 -3.410953 -1.102999 0.1309 0.0356 0.0237
H 3.090676 -1.679575 -1.120607 0.0718 0.1632 0.1222
H 1.857799 -3.673889 0.811690 0.0042 0.0904 0.1073
H 1.418329 -1.979102 0.725604 0.0372 0.0555 0.0042
H 0.535819 -4.233991 -1.018076 -0.0510 -0.0178 0.0941
H 1.188919 -2.902257 -1.934758 0.0180 -0.1158 -0.0362
H -0.481147 -1.605498 -0.083879 0.1268 0.0268 0.0137
H -0.731730 -1.819455 -1.802204 0.0269 0.1633 0.0835
H -1.602361 -4.223129 -0.323946 -0.1238 -0.0625 0.0040
H -2.453496 -3.237065 -1.548136 0.0657 -0.3479 -0.0573
H -4.255901 -3.225426 1.230416 -0.0651 0.1460 0.0151
H -2.170089 -2.267975 3.536337 -0.2358 -0.0994 -0.0950
H -5.325373 -1.376999 -1.421327 -0.0780 0.0133 0.0053
H -2.786004 0.956359 -1.492880 0.0916 -0.0319 -0.0070
C 7.500273 2.501387 1.139500 -0.0413 0.0373 0.0669
Cl 7.516381 2.117139 -0.590088 0.2386 0.1779 -0.0558
Cl 6.032801 3.365291 1.604627 0.0180 -0.0673 0.0006
H 7.556622 1.571925 1.694376 -0.0997 -0.0148 -0.0105
H 8.352441 3.132251 1.359911 0.0151 0.0124 -0.0629
C -4.848802 4.051483 1.897061 0.0233 -0.0354 -0.0857
Cl -3.383225 4.406050 2.822185 0.0079 0.0070 -0.0024
Cl -6.304591 4.664062 2.709268 -0.0206 0.0078 -0.0213
H -4.769591 4.542230 0.935050 0.0001 0.0392 0.0146
H -4.941954 2.977125 1.773510 0.0171 -0.0742 0.0566
C -6.244802 3.147247 -2.841316 0.0732 0.0996 0.0463
Cl -5.073298 2.533028 -1.678251 -0.1499 0.3075 -0.1565
Cl -6.943076 1.863436 -3.846201 -0.0110 0.0024 -0.0239
H -7.050409 3.623782 -2.295649 -0.0330 -0.0541 0.0105
H -5.755496 3.856761 -3.497887 0.0119 -0.0307 -0.0323
C 1.865065 1.971850 0.846880 -0.0347 -0.0536 0.0278
Cl 1.316970 1.250052 -0.672971 0.0324 -0.0910 0.0110
Cl 2.295049 3.679228 0.636319 0.0221 0.0239 0.0461
H 1.060890 1.903583 1.569954 -0.0481 0.0197 -0.0599
H 2.741361 1.434581 1.185628 0.0724 -0.0275 0.0123
```
Forces are in eV/Å.

Values from the calculation:
Frontier orbital gap = 6.699 eV
Total charge = -1

Atom charges from the Löwdin analysis, given in e for atoms 1 to 2: atom 1 (C): -0.008, atom 2 (C): -0.521


2.
# H18O9

9 unconnected molecules or ions with the total composition H18O9 in a non-equilibrium geometry (ωB97M-V with the def2-TZVPD basis set, the OMol25 dataset).

The geometry in XYZ format:
```
27
Properties=species:S:1:pos:R:3:forces:R:3
O -0.068073 0.979329 3.962188 0.3186 0.0133 0.1397
H -0.013510 0.481005 3.138076 0.7383 0.1645 0.0328
H -0.859127 1.510060 3.842976 -0.2247 -0.1024 0.5844
O 0.582649 2.977463 0.862305 0.0786 -0.8020 -0.4183
H 0.889139 3.871227 0.932649 0.3757 0.7318 0.1586
H 0.330759 2.887968 -0.062639 -0.1385 0.0907 0.0203
O 1.178316 -0.023028 1.281497 -0.3847 -0.0603 -0.2656
H 1.137413 0.717809 0.664591 0.2093 0.3739 0.2987
H 1.228501 -0.770728 0.676158 0.1490 -0.2282 0.1722
O -0.229580 -3.580116 -2.080121 -1.5304 -0.9525 -0.1896
H 0.511095 -3.404421 -2.647467 0.8724 0.4032 0.3964
H -0.228627 -3.159617 -1.222073 0.7525 0.3444 -0.0661
O -0.364072 -0.269293 -1.153661 0.5128 -0.3421 0.2844
H -0.711285 -0.176867 -0.261970 -0.2844 0.2652 -0.1302
H -0.875502 0.278353 -1.745920 -0.3272 0.2348 0.1271
O -1.671384 -0.848364 2.655044 -1.2999 -0.9866 0.2711
H -1.421215 -0.419151 1.843519 0.6918 0.1639 0.1491
H -1.024637 -0.835076 3.367699 0.1184 0.1902 -0.4720
O 2.681186 -0.443839 -3.830648 0.5239 -0.0413 -0.4387
H 2.507266 -0.020148 -2.991000 -0.3474 -0.0969 0.1175
H 1.883206 -0.901544 -4.115499 -0.2559 0.1189 0.3828
O -0.219922 -1.411383 -3.708812 -0.3434 -0.0381 -0.1247
H -0.769784 -0.628657 -3.656662 0.0382 0.1878 -0.3600
H -0.681815 -2.035137 -3.119768 0.2785 -0.0542 -0.1170
O -1.787017 2.316765 2.087965 -0.8782 -0.3397 -0.1751
H -1.063441 1.709310 2.266963 0.0912 0.6427 -0.3395
H -1.674696 3.078395 2.658770 0.2655 0.1189 -0.0383
```
Forces are in eV/Å.

Values from the calculation:
Energy above the lowest of the compared OMol25 structures with the same formula, charge and spin = 78.1 kcal per mole
SMILES = O.O.O.O.O.O.O.O.O
Frontier orbital gap = 10.826 eV
Total charge = 0

Atom charges from the Löwdin analysis, given in e for atoms 1 to 2: atom 1 (O): -0.048, atom 2 (H): -0.022


3.
# C2H2N2O

A single C2H2N2O molecule in a non-equilibrium geometry (ωB97M-V with the def2-TZVPD basis set, the OMol25 dataset).

The geometry in XYZ format:
```
7
Properties=species:S:1:pos:R:3:forces:R:3
C 0.222175 -0.740981 0.463501 0.6340 0.7341 0.0245
C -0.013330 0.608780 0.950152 -0.6168 2.7365 1.7364
H -0.296998 -0.526386 -2.433061 0.0583 -0.2249 -0.4458
H 0.609072 -1.423559 1.195434 -0.0105 -0.3695 0.0882
N 0.213515 -1.106629 -0.753859 -0.4673 -0.1117 0.3469
N -0.144375 1.639525 1.511898 0.3900 -3.2050 -1.9213
O -0.256140 -0.123390 -1.568821 0.0124 0.4405 0.1711
```
Forces are in eV/Å.

Values from the calculation:
Energy above the lowest of the compared OMol25 structures with the same formula, charge and spin = 53.2 kcal per mole
SMILES = N#C/C=N\O
Frontier orbital gap = 10.774 eV
Total charge = 0

Atom charges from the Löwdin analysis, given in e for atoms 1 to 2: atom 1 (C): -0.155, atom 2 (C): -0.175


4.
# C2H5N3S3

A single C2H5N3S3 molecule in a non-equilibrium geometry (ωB97M-V with the def2-TZVPD basis set, the OMol25 dataset).

The geometry in XYZ format:
```
13
Properties=species:S:1:pos:R:3:forces:R:3
C -0.470382 1.301468 -0.647475 0.5884 1.5509 -0.0718
C 1.049816 1.171361 -0.438972 -0.3948 -2.7779 -1.9930
N -0.997612 0.259312 0.234222 -3.4266 1.4969 -0.0951
N 1.106353 -0.321330 0.009572 -0.1945 2.9834 -0.6855
N -0.146978 -0.588106 0.340587 4.9930 -1.8779 -1.3874
S 2.176368 -1.607767 -0.250270 0.5230 0.4707 -0.6055
S -0.105039 -2.370186 0.681457 0.4532 0.0933 -0.2442
S -1.468519 -1.927867 1.978816 -4.4514 -1.8675 1.8116
H -0.765298 2.375638 -0.440815 -0.1093 -1.5043 0.2918
H -0.865623 1.093372 -1.668193 0.5510 -0.0813 0.5062
H 1.630066 1.254533 -1.357115 -0.0449 -0.0129 0.0674
H 1.438710 1.835746 0.268029 0.5583 0.6720 1.4577
H -2.581861 -2.476174 1.290156 0.9545 0.8546 0.9477
```
Forces are in eV/Å.

Values from the calculation:
Energy above the lowest of the compared OMol25 structures with the same formula, charge and spin = 120.6 kcal per mole
Frontier orbital gap (alpha / beta) = 7.129 / 7.128 eV
Total charge = 0

Atom charges from the Löwdin analysis, given in e for atoms 1 to 2: atom 1 (C): -0.154, atom 2 (C): -0.094